(1)
This record from the Open Molecules 2025 dataset describes a molecular structure, C5H11NO2 at a distorted geometry. The level of theory is ωB97M-V/def2-TZVPD.

XYZ file:
```
19
Properties=species:S:1:pos:R:3:forces:R:3
C 1.394320 -0.219952 0.103890 2.7 -2.9 -0.6
N 1.518064 0.369379 1.449011 0.3 1.0 -0.2
C 2.781382 0.586890 2.098827 0.3 -0.7 -0.1
O 2.863964 0.891484 3.263671 -0.3 0.0 -1.5
C 0.233866 0.343022 -0.622554 -1.8 -0.1 3.7
C -1.145244 -0.210774 -0.276274 -0.1 1.9 -1.3
C -1.802293 -1.532132 -0.693772 3.1 -1.9 2.2
O -2.661387 1.586873 -1.405171 0.5 0.4 -0.2
H 2.369545 -0.086262 -0.486096 -1.3 0.1 0.9
H 1.296809 -1.335241 0.227579 0.0 0.9 -0.2
H 0.744212 0.920773 1.842826 0.5 -0.7 -0.2
H 3.720589 0.346988 1.456058 -1.5 0.3 0.7
H -0.541208 0.059527 -1.406264 0.4 -0.8 -2.9
H 0.483329 1.344478 -0.972852 -1.2 0.6 0.7
H -1.942264 0.558422 -0.368840 1.0 -0.5 0.7
H -2.304925 -2.091191 0.150336 0.9 0.6 -0.6
H -0.994838 -2.184252 -1.180228 -1.5 0.6 0.7
H -2.599142 -1.314857 -1.339980 -0.9 0.5 -1.2
H -3.414780 1.966824 -1.840167 -1.2 0.6 -0.7
```
Positions in Å, forces in eV/Å.

## Properties
Net charge = +1
LUMO energy (spin up / spin down) = -0.2281 / -0.2648 Ha
HOMO energy (spin up / spin down) = -13.53 / -13.53 eV
Multiplicity = 2
DFT total energy = -401.82152 Ha

=====

(2)
This record from the Open Molecules 2025 dataset describes C5H11NO2S in the gas phase at a distorted geometry. The level of theory is ωB97M-V/def2-TZVPD.

XYZ file:
```
20
Properties=species:S:1:pos:R:3:forces:R:3
C -0.163932 -0.216114 0.809881 -0.9 -1.1 -1.3
C -0.742315 -1.589366 1.200422 -3.7 -0.3 -1.3
C 0.817642 -0.566275 -0.268143 3.3 0.5 -0.9
C 1.622779 0.626418 -0.858823 -1.0 0.5 -0.8
C -0.648540 1.076484 -2.627220 1.1 0.2 -0.9
H 1.266470 -0.008035 2.057511 -1.0 1.7 0.6
H 0.368738 1.410805 1.911365 0.4 3.0 -0.4
H -0.952365 0.396380 0.380753 -0.4 -0.3 -0.1
H 1.583302 -1.338267 0.081300 -1.1 0.6 -0.4
H 0.344655 -0.902767 -1.189632 -0.4 -0.8 0.6
H 2.200795 0.351177 -1.747525 -0.4 -0.4 -0.1
H 2.374603 1.212063 -0.331512 -0.4 -0.2 0.9
H 0.100137 0.517142 -3.264740 -1.1 0.8 0.1
H -1.124322 1.976207 -3.166466 0.5 -1.8 0.7
H -1.333174 0.319726 -2.227001 -0.2 0.5 -0.1
H -0.505670 -0.905466 2.923539 0.0 0.5 0.0
N 0.319471 0.461040 1.956008 2.5 -4.5 1.1
O -1.262423 -2.362842 0.370071 2.1 1.7 2.5
O -0.959450 -1.664417 2.521279 0.2 -1.4 -0.5
S 0.368858 1.873435 -1.361697 0.5 0.9 0.3
```
Positions in Å, forces in eV/Å.

## Properties
Net charge = 0
LUMO energy = 0.0201 Ha
HOMO energy = -8.82 eV
Multiplicity = 1
SMILES = CSCC[C@H](N)C(=O)O
DFT total energy = -800.51636 Ha

=====

(3)
This record from the Open Molecules 2025 dataset describes C5H11NO2S2 in the gas phase at a distorted geometry. The level of theory is ωB97M-V/def2-TZVPD.

XYZ file:
```
21
Properties=species:S:1:pos:R:3:forces:R:3
C -1.558289 -0.722319 0.705311 1.1 0.7 -1.1
C -0.334147 1.979174 -0.238910 0.3 -2.0 -3.2
C 1.716167 0.708194 -1.031696 0.3 -0.3 0.3
C 0.279621 0.572506 -0.692390 -2.1 0.0 4.4
C -0.040694 -0.525880 0.451133 0.1 -0.3 -1.8
N 0.618856 -0.449979 1.693545 2.9 -0.7 1.3
O -1.937678 -0.651543 1.944730 -0.4 0.2 1.6
O -2.346413 -0.939700 -0.166660 -0.7 0.0 -0.7
S -0.532798 -2.362885 -2.009128 -0.5 -0.5 0.0
S 0.402838 -2.277091 -0.227566 0.9 0.7 0.6
H -0.071994 2.305506 0.698140 1.2 0.7 2.2
H -1.393503 1.944498 -0.249727 -1.2 -0.2 -0.1
H -0.038968 2.678106 -1.022663 0.0 0.3 0.3
H 2.316024 1.232590 -0.261818 -0.5 0.6 -0.8
H 1.740094 1.015969 -2.055800 0.6 1.3 -0.4
H 2.235047 -0.204419 -1.103096 0.3 -1.8 0.1
H -0.403186 0.088029 -1.349517 0.0 0.4 -1.8
H 1.703106 -0.283991 1.612668 -2.9 -0.4 0.1
H -1.183190 -0.308505 2.448143 0.1 0.1 0.3
H 0.497213 -1.404725 2.125226 0.6 1.3 -0.2
H -1.668106 -2.393533 -1.269924 -0.3 -0.1 -1.1
```
Positions in Å, forces in eV/Å.

## Properties
Net charge = 0
LUMO energy = 0.0134 Ha
HOMO energy = -8.80 eV
Multiplicity = 1
SMILES = CC(C)[C@](N)(SS)C(=O)O
DFT total energy = -1198.70537 Ha

=====

(4)
This record from the Open Molecules 2025 dataset describes C5H11NO2S2 in the gas phase at a distorted geometry. The level of theory is ωB97M-V/def2-TZVPD.

XYZ file:
```
21
Properties=species:S:1:pos:R:3:forces:R:3
C -1.397711 0.147659 2.773083 1.1 1.0 -3.6
C -0.425691 1.027142 2.693985 0.5 1.1 0.3
C 0.312042 1.124500 -2.137601 0.4 -0.8 1.5
C 0.374781 -2.769964 -1.165504 1.1 0.6 -0.3
C 0.150814 -0.163942 -1.208038 1.6 4.0 2.1
N -0.589876 0.558627 0.137462 0.3 0.0 -2.9
O 1.558616 0.225608 1.309514 -0.7 0.6 0.1
O 0.920861 2.529574 0.935927 -0.5 2.0 -0.1
S -0.577285 -1.493731 -1.955376 -1.6 -0.7 -1.2
S 0.487018 1.216656 1.216617 1.4 -4.2 -0.3
H -1.923597 -0.015790 3.622677 -1.5 -0.7 2.4
H -1.644157 -0.170468 1.740088 -0.4 -0.8 1.2
H -0.023912 1.695802 3.435266 0.0 -0.1 0.6
H 1.005711 0.933390 -2.941486 0.5 0.0 -0.1
H -0.625812 1.329026 -2.625666 -0.6 0.1 0.0
H 0.601041 2.005804 -1.493490 0.0 -1.0 -1.0
H -0.115176 -3.682914 -1.394065 -0.9 -0.9 0.9
H 0.513023 -2.368288 -0.146950 -0.1 -1.4 -0.2
H 1.325007 -2.950123 -1.685091 0.1 0.7 0.3
H 1.098370 -0.536743 -0.754728 -0.5 0.9 -0.5
H -1.024067 1.358175 -0.356623 -0.2 -0.5 0.8
```
Positions in Å, forces in eV/Å.

## Properties
Net charge = 0
LUMO energy = 0.0264 Ha
HOMO energy = -9.13 eV
Multiplicity = 1
SMILES = C=CS(=O)(=O)N[C@H](C)SC
DFT total energy = -1198.61390 Ha

=====

(5)
This record from the Open Molecules 2025 dataset describes C5H11NO3 in the gas phase at a distorted geometry. The level of theory is ωB97M-V/def2-TZVPD.

XYZ file:
```
20
Properties=species:S:1:pos:R:3:forces:R:3
C -0.686912 -0.252752 -1.541220 -0.1 0.0 0.6
C -0.397235 -1.774613 -1.401090 0.0 0.1 0.1
C 1.424292 0.029937 1.337724 0.0 0.1 -0.1
C -0.281055 1.824896 1.191972 0.1 -0.1 -0.1
N 0.196950 0.518352 0.672396 -1.4 -0.9 -0.2
C 0.405584 0.579511 -0.880008 0.3 0.1 0.0
O -1.792345 0.092770 -0.818151 0.1 -0.2 -0.1
O -0.754277 -2.182300 -0.079516 0.0 0.1 -0.3
O 1.246362 1.312658 -1.294570 -0.3 -0.2 0.3
H -1.648251 -1.796987 0.016280 0.1 0.0 0.0
H -0.676595 -0.160122 0.694722 1.5 1.1 -0.2
H -0.676426 0.031225 -2.606692 0.0 0.0 0.1
H -1.003904 -2.308073 -2.140923 0.0 0.0 0.0
H 0.655602 -2.021801 -1.556715 0.0 0.0 0.0
H -0.433996 1.745837 2.268113 0.1 0.0 0.0
H 1.252480 -0.037471 2.411164 0.0 -0.1 -0.1
H 2.237515 0.729274 1.145038 -0.1 0.1 0.0
H 1.691049 -0.937910 0.918578 -0.1 -0.1 0.1
H 0.467241 2.584042 0.970038 -0.1 0.0 0.0
H -1.226080 2.023529 0.692860 0.0 0.1 0.0
```
Positions in Å, forces in eV/Å.

## Properties
Net charge = 0
LUMO energy = 0.0222 Ha
HOMO energy = -8.42 eV
Multiplicity = 1
SMILES = C[NH+](C)C(=O)[C@H]([O-])CO
DFT total energy = -477.52179 Ha

=====

(6)
This record from the Open Molecules 2025 dataset describes 2 unconnected molecules or ions with the total composition C5H11NO3 at a distorted geometry. The level of theory is ωB97M-V/def2-TZVPD.

XYZ file:
```
20
Properties=species:S:1:pos:R:3:forces:R:3
C -0.830624 -0.030883 -0.258122 0.0 0.2 0.8
C 0.591817 -0.493513 -0.561657 1.0 2.6 -4.5
C -0.840536 1.369495 0.358713 0.1 -0.1 -0.1
C -1.508108 -1.051935 0.656463 0.1 0.2 -0.2
C 2.312293 0.079451 0.762800 -1.1 -1.8 3.1
N -1.448119 -0.106915 -1.587557 0.2 -0.1 0.1
O 1.451667 0.320814 -1.052275 -3.1 -2.0 0.3
O 3.286201 -0.680154 0.231992 0.5 0.8 -0.5
O 2.319078 1.174544 1.246027 0.3 -0.6 -0.6
H 3.732139 -0.120796 -0.430946 0.2 -0.3 0.3
H -2.458749 -0.076779 -1.524683 0.0 -0.1 0.1
H -1.144135 0.660497 -2.175281 0.1 0.0 0.1
H 1.438983 -0.748852 1.009219 1.5 1.5 0.4
H 0.658719 -1.555261 -0.847635 0.3 -0.2 0.7
H -0.287612 1.387870 1.297279 0.0 0.0 0.0
H -0.363781 2.083678 -0.311646 0.0 0.0 0.0
H -1.867798 1.689080 0.535595 0.0 0.0 0.0
H -2.542326 -0.758966 0.834935 -0.1 0.0 0.0
H -1.499811 -2.041469 0.198964 0.0 0.0 0.0
H -0.999297 -1.099906 1.617816 0.0 0.0 0.1
```
Positions in Å, forces in eV/Å.

## Properties
Net charge = 0
LUMO energy = 0.0076 Ha
HOMO energy = -9.84 eV
Multiplicity = 1
SMILES = CC(C)(N)C=O.O=CO
DFT total energy = -477.51127 Ha

=====

(7)
This record from the Open Molecules 2025 dataset describes a molecular structure, C5H11NO3 at a distorted geometry. The level of theory is ωB97M-V/def2-TZVPD.

XYZ file:
```
20
Properties=species:S:1:pos:R:3:forces:R:3
C -0.264904 0.065116 0.486005 2.9 2.5 -0.2
C -0.042441 -0.142571 -0.915416 -4.0 -4.1 -1.7
C 1.228083 1.432330 0.150865 -0.8 -0.3 2.1
C -1.563455 0.612130 0.980615 -0.8 0.5 0.0
C -1.359358 -1.580497 -1.308062 0.4 0.5 -0.7
N 2.383180 0.755450 0.714216 -0.2 0.1 -0.3
O 0.334572 -0.777827 1.354002 0.2 -0.3 0.3
O -0.774574 -2.814721 -1.344942 0.2 0.3 0.0
O -2.543280 -1.492289 -1.573874 1.2 0.6 0.5
H 1.309041 -0.573038 1.358084 -0.2 0.1 -0.1
H -1.455538 -3.447589 -1.654370 0.2 0.3 0.2
H 2.927381 0.283474 -0.002081 0.0 0.2 0.1
H 2.988575 1.377273 1.243588 -0.1 -0.3 -0.1
H 0.855724 -0.660524 -1.227208 0.1 0.3 0.1
H -0.482934 0.580830 -1.589815 0.3 0.2 0.1
H 1.421681 1.882885 -0.822388 -0.5 -0.5 -0.3
H 0.856403 2.205653 0.820591 0.3 0.1 0.1
H -1.786466 0.326450 2.009544 0.5 0.0 0.0
H -2.427088 0.265203 0.402311 0.3 -0.2 -0.2
H -1.604605 1.702261 0.918336 0.1 0.0 0.0
```
Positions in Å, forces in eV/Å.

## Properties
Net charge = 0
LUMO energy = 0.0245 Ha
HOMO energy = -7.75 eV
Multiplicity = 1
DFT total energy = -477.47944 Ha

=====

(8)
This record from the Open Molecules 2025 dataset describes C5H11NO3 in the gas phase at a distorted geometry. The level of theory is ωB97M-V/def2-TZVPD.

XYZ file:
```
20
Properties=species:S:1:pos:R:3:forces:R:3
C 0.673791 -0.368386 -0.283879 0.9 0.9 0.6
C 0.401264 0.743129 1.908843 -1.0 0.6 -0.1
C 1.363907 0.721398 -1.108447 -0.1 -0.2 0.4
C -1.484416 -1.733571 -0.265626 0.0 0.0 -0.1
C -0.837809 -0.392602 -0.401934 0.0 0.3 0.6
O 1.046861 -0.231803 1.150199 -0.1 -0.9 -1.7
O 1.155964 -1.624074 -0.660829 0.1 0.0 0.3
O -1.145685 1.885797 -0.633792 0.4 -0.2 0.3
N -1.634483 0.599049 -0.398055 -0.9 -0.1 -0.9
H 2.018787 -1.737248 -0.231705 -0.2 0.1 -0.1
H -1.951092 2.408220 -0.754809 0.1 -0.3 0.2
H -0.710326 0.617244 1.869197 0.8 0.0 0.4
H 0.585815 1.754003 1.518896 0.2 -0.1 0.2
H 0.780898 0.645005 2.931032 -0.2 0.1 -0.2
H 1.089201 1.715541 -0.769784 0.0 0.0 -0.1
H 1.083287 0.604494 -2.154614 0.0 0.1 0.0
H 2.440787 0.597215 -1.005160 0.1 -0.1 0.0
H -2.565166 -1.629292 -0.290483 0.0 0.0 0.0
H -1.146927 -2.377118 -1.079885 -0.1 0.0 0.1
H -1.164657 -2.197001 0.660836 0.0 -0.2 0.2
```
Positions in Å, forces in eV/Å.

## Properties
Net charge = 0
LUMO energy = 0.0296 Ha
HOMO energy = -9.62 eV
Multiplicity = 1
SMILES = CO[C@@](C)(O)/C(C)=N\O
DFT total energy = -477.51125 Ha

=====

(9)
This record from the Open Molecules 2025 dataset describes 2 unconnected molecules or ions with the total composition C5H11NO4 at a distorted geometry. The level of theory is ωB97M-V/def2-TZVPD.

XYZ file:
```
21
Properties=species:S:1:pos:R:3:forces:R:3
C 2.409470 0.414260 1.232815 0.9 0.0 -0.3
C -1.501854 -0.879232 -2.199980 3.4 0.3 -2.9
C -0.815519 2.412694 -0.852777 0.5 -0.8 -2.9
C -0.991480 -1.227286 1.882675 -0.6 -0.6 2.1
C -1.046051 0.227616 -0.094190 -0.6 -1.7 1.7
N 3.111879 -0.226314 0.215178 -1.3 1.3 1.6
O 1.528656 -0.099953 1.881644 1.0 0.3 -0.2
O -0.634057 -0.192457 -1.273453 0.6 -1.2 -0.3
O -1.193714 1.513258 0.025984 -0.4 0.0 1.6
O -1.740825 -0.635357 0.773278 0.9 1.3 -1.0
H -2.464742 -0.951130 -1.857433 -2.3 -0.2 0.9
H -1.085755 -1.943105 -2.522817 -0.7 2.3 0.9
H -1.423912 -0.126055 -3.066454 -0.6 -1.7 0.7
H 2.712612 1.458500 1.475327 0.1 -0.4 -0.5
H -0.711205 3.419275 -0.587051 -0.2 0.9 0.9
H -0.536093 2.074205 -1.876647 -0.2 0.2 1.2
H 0.043858 -0.741386 2.013456 -2.4 -1.3 -0.4
H -0.960827 -2.406776 1.725034 0.0 2.6 0.3
H -1.618792 -1.011531 2.917736 1.4 -0.6 -2.7
H 4.031053 0.117503 0.038668 0.4 -0.1 -0.3
H 2.887294 -1.196728 0.148999 0.3 -0.5 -0.2
```
Positions in Å, forces in eV/Å.

## Properties
Net charge = 0
LUMO energy (spin up / spin down) = 0.0299 / 0.0290 Ha
HOMO energy (spin up / spin down) = -6.74 / -6.25 eV
Multiplicity = 1
DFT total energy = -552.61740 Ha

=====

(10)
This record from the Open Molecules 2025 dataset describes C5H11NOS2 in the gas phase at a distorted geometry. The level of theory is ωB97M-V/def2-TZVPD.

XYZ file:
```
20
Properties=species:S:1:pos:R:3:forces:R:3
C -1.515056 -1.498433 0.377984 0.6 -0.6 -2.9
C -1.698933 0.844380 -0.086492 -2.9 4.8 -4.4
C 0.391399 0.207213 0.389685 -2.3 -4.9 1.2
C 1.357173 -0.981394 0.599141 1.0 1.4 2.7
C 1.100908 1.228969 -0.269316 3.1 4.2 -2.3
H -2.458175 -1.697855 -0.220005 1.2 0.2 0.4
H -1.971463 -1.455954 1.436573 1.7 0.1 -1.0
H -0.714222 -2.299662 -0.021845 -2.2 1.1 1.9
H -2.553812 0.977012 -0.874660 1.0 -1.0 1.6
H -1.395580 2.034373 -0.166392 0.7 -3.2 -0.1
H -2.014111 0.847572 0.873756 -2.0 0.0 3.2
H 0.114925 0.458963 1.371355 -0.4 0.8 1.8
H 0.940310 -1.878397 1.264222 1.1 2.1 -1.7
H 2.162229 -0.319102 1.159870 -0.9 -2.4 -0.5
H 0.611426 2.317350 -0.452220 0.9 -3.0 0.0
H 2.134324 1.514601 0.253613 -2.1 -0.9 -1.1
N -0.884199 -0.277350 -0.291522 1.8 0.4 1.0
O 2.810828 1.032781 -2.388701 1.2 0.3 -0.2
S 1.977209 -1.417314 -1.022462 0.5 -1.7 0.5
S 1.604820 0.362248 -1.932586 -1.7 2.2 -0.1
```
Positions in Å, forces in eV/Å.

## Properties
Net charge = 0
LUMO energy = 0.0208 Ha
HOMO energy = -8.59 eV
Multiplicity = 1
DFT total energy = -1123.31990 Ha

=====

Ordered ΔE to the lowest compared entry with this formula, charge and spin results: 6.356; 1.124; 0.000; 2.489; 2.822; 3.108; 3.974; 3.109; 7.116; 5.128; unit eV.